ORCA calculation (the ωB97M-V functional and the def2-TZVPD basis) on a single C18H23N5O2 molecule in a non-equilibrium geometry.

Electronic energy: -30583.6473 eV
HOMO: -8.45 eV
SMILES: CCCNC(=O)C1(c2ccc(NC(=O)c3cn(C)nn3)cc2)CCC1
Kohn-Sham gap: 0.3323 hartree

Geometry (Å):
C -2.211 -2.915 1.285
C -1.256 -2.819 2.460
C 0.065 -3.598 2.121
N 0.746 -2.826 1.087
C 2.159 -2.870 0.897
O 2.778 -3.705 1.558
C 2.825 -2.111 -0.288
C 1.924 -0.907 -0.570
C 0.914 -0.942 -1.548
C 0.020 0.123 -1.721
C 0.122 1.226 -0.876
N -0.901 2.201 -0.965
C -1.403 3.095 0.004
O -1.067 3.083 1.208
C -2.470 4.014 -0.380
C -2.934 5.151 0.211
N -3.919 5.597 -0.673
C -4.654 6.843 -0.554
N -4.088 4.739 -1.692
N -3.215 3.804 -1.523
C 1.130 1.241 0.086
C 2.018 0.182 0.239
C 4.359 -1.913 -0.144
C 4.634 -2.935 -1.234
C 3.141 -2.963 -1.523
H -2.497 -3.972 1.142
H -3.139 -2.350 1.533
H -1.782 -2.581 0.333
H -1.774 -3.273 3.337
H -0.978 -1.763 2.671
H 0.692 -3.784 2.983
H -0.202 -4.556 1.745
H 0.201 -2.242 0.478
H 0.764 -1.832 -2.177
H -0.738 0.088 -2.545
H -1.452 2.205 -1.806
H -2.606 5.596 1.152
H -3.972 7.687 -0.437
H -5.251 6.956 -1.468
H -5.346 6.722 0.274
H 1.145 2.079 0.796
H 2.725 0.266 1.114
H 4.709 -0.950 -0.472
H 4.820 -2.178 0.799
H 5.220 -2.578 -2.086
H 5.063 -3.888 -0.892
H 2.911 -2.457 -2.466
H 2.770 -3.990 -1.474

Forces on atoms 1 to 6 (eV/Å):
C -0.924 -0.131 0.186
C 0.890 -0.490 0.243
C -0.930 1.533 0.052
N 2.714 0.422 -0.428
C -1.409 -2.579 0.409
O 0.075 1.254 -0.476